ORCA calculation (ωB97M-V/def2-TZVPD) on a molecular structure, C23H19F5NO4SbSe4Ti in a non-equilibrium geometry.

As for the LUMO energy: 0.140 Ha. Its energy is -12438.6323 a.u. The HOMO energy is -1.4 eV.

```
! wB97M-V def2-TZVPD RIJCOSX def2/J DEFGRID3
* xyz -2 1
H 0.25 2.32 -2.73
H 0.92 -1.38 -3.44
F 2.70 -1.63 -1.24
Se -3.24 2.40 2.62
H -2.96 -2.85 -0.40
C -0.74 0.47 -2.24
C 4.10 0.19 -1.29
C 0.15 1.30 -3.11
N 0.98 -0.55 1.64
Se -5.13 -0.95 4.01
C 0.04 -1.89 -3.05
Se -1.81 -1.50 1.89
C 3.28 2.37 -0.81
H 3.01 -2.76 3.04
H 1.92 1.23 4.29
C -0.84 -0.95 -2.29
O -0.09 2.56 2.83
C 4.34 1.55 -1.16
H 1.15 0.89 -3.21
C -3.91 -0.09 -0.34
H -2.78 2.50 -0.32
C 1.63 -1.69 1.82
C 2.03 1.82 -0.61
Sb -2.95 0.12 3.53
O 1.67 -3.87 0.86
Ti -0.37 -0.42 0.02
C 1.72 0.47 -0.71
C -2.51 -2.71 -1.39
H -1.20 2.96 -0.92
C 0.04 1.49 2.13
F 5.56 2.05 -1.37
F 1.06 2.72 -0.31
C 1.89 0.41 3.58
H -3.27 -2.91 -2.15
H -4.03 0.82 0.26
C 1.22 -2.75 0.81
C -2.10 2.40 -1.17
H -0.28 1.37 -4.12
C 2.50 -1.82 2.89
C -1.98 -1.32 -1.53
H 0.39 -2.70 -2.41
C -1.80 0.96 -1.44
O 0.34 -2.30 -0.04
H -4.06 -0.94 0.33
C -2.57 -0.14 -1.01
H -0.50 -2.33 -3.89
H -2.56 2.87 -2.05
F 5.10 -0.62 -1.64
C 2.64 -0.75 3.76
H -1.71 -3.45 -1.49
H -4.69 -0.11 -1.10
H -1.13 2.76 2.81
O -0.66 1.25 1.13
Se -1.41 0.06 5.40
C 2.81 -0.30 -1.06
F 3.49 3.70 -0.69
C 1.05 0.46 2.49
H 3.29 -0.83 4.62
*
```

ORCA calculation (ωB97M-V/def2-TZVPD) on 2 unconnected molecules or ions with the total composition C3H6O2.

As for the LUMO energy: 0.024 Ha. Its energy is -268.2765 a.u. Its SMILES is O=C[C@@H]1CO1.[H][H]. The HOMO energy is -10.2 eV.

```
! wB97M-V def2-TZVPD RIJCOSX def2/J DEFGRID3
* xyz 0 1
H 1.06 1.59 0.52
H -1.06 1.30 1.73
H 2.42 -0.36 -0.10
C 0.49 0.69 0.28
C -0.75 0.49 1.06
O 1.05 -0.82 -1.49
H -1.18 -1.22 -1.51
H -1.48 -1.76 -1.09
H -1.14 -0.50 1.33
O -0.78 0.87 -0.29
C 1.38 -0.28 -0.46
*
```

ORCA calculation (ωB97M-V/def2-TZVPD) on a molecular structure, C22H42CeNP3SSe in a non-equilibrium geometry.

As for the LUMO energy (spin up / spin down): -0.384 / -0.415 Ha. Its energy is -5215.9733 a.u. The HOMO energy (spin up / spin down) is -15.7 / -15.7 eV.

```
! wB97M-V def2-TZVPD RIJCOSX def2/J DEFGRID3
* xyz 3 2
C -0.63 3.25 4.34
H 3.10 -1.73 0.95
H -0.84 3.58 -6.71
C 0.79 -1.29 -3.32
H -1.47 -3.32 -1.36
C 0.39 3.02 -3.06
H -2.94 1.12 5.69
C -2.34 1.69 4.97
C 3.07 -0.74 -1.82
H 0.04 -0.77 3.51
H 3.65 -0.82 -0.89
H -4.76 2.76 -6.06
Ce -0.79 0.66 -0.52
H 2.13 -3.24 -0.38
H 1.52 -1.85 -3.92
H -3.40 -0.68 1.38
C 0.80 3.79 -5.34
H -3.46 0.97 3.41
H 0.39 0.98 3.51
C -2.25 -2.87 -0.73
H -2.83 4.39 -6.42
H 0.74 -0.25 -3.69
C -1.42 3.07 -4.67
C 2.40 -1.61 1.79
C 0.80 -0.01 3.31
H -2.45 2.85 -4.94
H -1.41 -4.10 1.78
H -0.36 -2.88 2.56
C -3.91 2.58 -6.74
P 1.35 -0.12 1.56
H 1.46 4.19 -6.11
H 0.17 -3.67 1.07
H -2.93 -3.64 -0.33
H 2.98 -1.48 2.72
H 3.34 0.84 2.54
P 1.34 -1.27 -1.57
C 1.62 -3.06 -1.32
C -3.02 3.53 -7.07
S -2.64 1.97 1.06
H 2.25 -3.42 -2.15
H 3.29 1.09 0.76
H 1.78 -2.51 1.88
H -1.04 0.33 -2.30
Se 1.27 2.34 -1.56
N -2.67 1.56 3.65
C -0.53 3.48 -5.67
H 2.29 2.11 1.82
H -1.71 2.73 -2.53
C -0.99 2.95 -3.34
C 2.71 1.11 1.68
C -2.90 -1.60 1.72
P -1.47 -1.94 0.64
H -0.19 -1.77 -3.39
H -0.99 2.60 6.38
H 0.17 3.94 4.60
C -1.29 2.51 5.33
H 1.68 -0.19 3.95
H -3.84 1.57 -7.17
C -0.70 -3.28 1.60
C -0.98 3.10 3.00
C -2.00 2.23 2.64
H -0.55 3.68 2.19
H 2.32 3.65 -3.82
C 1.26 3.53 -4.06
H -2.51 -1.43 2.73
H -3.60 -2.44 1.72
H 3.51 -1.40 -2.58
H 3.08 0.30 -2.17
H -2.83 -2.17 -1.36
H 0.66 -3.60 -1.34
H -2.45 3.52 -8.03
*
```

Sequential relative energy (zero: lowest compared OMol25 entry of this formula, charge and spin) output: 18.92, 80.79, 0.00 kcal per mole